Entry 1:
34
Properties=species:S:1:pos:R:3:forces:R:3:lowdin_charge:R:1 method="wB97M-V/def2-TZVPD" orbital_gap_ev=9.1 total_charge=+1 homo_energy_ev=-12.47 e_lumo_ev=-3.40 e_tot_ev=-50566.811
C -0.1564 -2.5361 -1.5773 -0.17 -0.34 0.12 -0.0467
C 0.3978 -2.2775 -0.1590 0.05 -0.33 -0.24 -0.3233
C 0.0899 -3.5023 0.7166 -0.61 0.75 0.08 -0.1297
C -1.4058 -3.4916 0.9985 0.25 -0.21 -0.33 -0.1098
N -1.6518 -2.4161 2.0039 -0.33 -0.18 -0.08 0.0637
C -1.2730 -1.0386 1.5141 -0.06 0.23 0.01 -0.0957
C -0.0351 -0.9885 0.5904 0.47 -0.21 0.33 -0.2499
P -0.1612 0.5793 -0.3506 -0.77 0.94 -0.12 0.4420
O -1.4843 1.1989 -0.1470 0.17 -0.35 0.08 -0.2557
O 1.0554 1.4523 0.1563 0.14 -0.16 0.11 -0.0992
O 0.2259 0.3893 -1.8719 0.37 -0.31 0.26 -0.0876
H -0.6859 -3.4892 -1.6079 -0.02 -0.05 -0.02 0.0801
H -0.8594 -1.7998 -1.9459 -0.04 0.14 0.03 0.0681
H 0.6502 -2.6318 -2.2970 0.06 0.20 -0.07 0.0950
H 1.4828 -2.2364 -0.2293 0.04 0.23 -0.09 0.1441
H 0.6054 -3.4080 1.6752 0.26 -0.34 0.01 0.1298
H 0.3795 -4.4145 0.2103 0.12 -0.14 0.06 0.1329
H -1.8055 -4.4385 1.3491 0.02 0.04 0.33 0.1415
H -1.9712 -3.2068 0.1135 -0.06 -0.02 -0.07 0.1351
H -1.1590 -2.6465 2.8658 0.08 0.02 0.03 0.1827
H -2.6462 -2.4068 2.2279 -0.01 0.09 0.16 0.1861
H -2.1538 -0.5805 1.0717 -0.05 -0.24 -0.27 0.1200
H -1.0713 -0.4590 2.4110 -0.02 0.08 0.03 0.1426
H 0.7999 -0.7696 1.2597 0.09 -0.09 0.00 0.1249
H 0.7307 2.1336 0.7609 0.18 0.28 0.10 0.0821
H -0.5794 0.3276 -2.3942 -0.11 0.07 -0.35 0.0966
Cl 1.0875 5.2815 1.1277 -0.04 -0.17 -0.03 0.5389
C 0.9264 5.0646 -0.6408 -0.06 0.01 -0.06 -0.6572
C 2.1974 5.4157 -1.3696 0.05 0.00 -0.06 -0.6695
Cl 2.5511 7.1572 -1.2909 0.01 -0.01 0.02 0.5564
H 0.0947 5.6804 -0.9717 0.02 0.06 0.04 0.0721
H 0.6786 4.0200 -0.8204 0.03 -0.01 -0.01 0.0472
H 2.0958 5.1551 -2.4218 -0.04 0.01 0.00 0.0744
H 3.0504 4.8826 -0.9575 0.00 0.02 0.03 0.0686

Entry 2:
29
Properties=species:S:1:pos:R:3:forces:R:3:lowdin_charge:R:1 method="wB97M-V/def2-TZVPD" orbital_gap_ev="8.1 / 7.9" total_charge=+1 homo_energy_ev="-11.54 / -11.50" relative_energy_kcal_mol=131.0 e_lumo_ev="-3.49 / -3.63" e_tot_ev=-11572.362
C -3.1261 0.8377 1.1517 2.13 0.65 2.43 -0.0603
C -2.6366 1.4507 -0.0912 0.69 -0.53 -0.12 -0.0812
C -2.0139 0.0838 0.3504 -2.35 -0.26 -1.48 -0.5615
C -2.5770 -1.2892 -0.1676 2.23 1.58 -1.34 -0.0044
C 0.9405 0.9625 -1.7112 2.39 -3.68 -1.85 -0.0767
C 3.2382 0.1443 -0.3080 1.83 1.73 0.96 -0.0119
C 1.9358 -1.5293 0.9775 -0.45 2.75 3.83 0.0266
C 0.9128 -0.1448 -0.7594 -3.30 -0.86 0.93 -0.1505
N -0.7392 0.0565 0.7991 3.43 0.33 0.16 0.1179
N 1.9279 -0.1649 0.3322 -0.50 0.69 -1.04 -0.1959
H -2.6566 1.2423 2.1216 -1.34 -0.46 -1.46 0.1373
H -4.0547 0.2733 1.2545 0.26 0.46 -0.20 0.1151
H -3.2419 1.5503 -0.9601 -0.59 -0.36 -0.52 0.0960
H -1.9193 2.2677 -0.0366 -0.18 -0.06 0.32 0.1008
H -3.1770 -1.6529 0.5914 -1.57 -0.93 1.20 0.0400
H -1.7647 -2.0529 -0.2860 -0.60 0.87 -0.31 0.0836
H -3.1251 -1.0738 -1.1017 0.17 -0.63 0.43 0.0943
H 1.0332 1.9125 -1.3666 0.45 2.82 0.95 0.0646
H 0.1893 0.8481 -2.4174 -2.15 0.09 -0.79 0.0750
H 1.7828 0.6180 -2.4233 -0.59 1.28 0.77 0.1328
H 3.6143 -0.7788 -0.7061 -0.07 -0.30 -0.76 0.1012
H 3.0538 0.9549 -1.0613 0.77 -1.06 0.86 0.0923
H 4.0879 0.4705 0.4122 -1.89 -0.35 -0.73 0.1451
H 1.6118 -2.1208 0.2078 -0.09 -2.20 -1.49 0.0621
H 2.9070 -1.6868 1.4971 -0.67 -0.21 -0.86 0.1233
H 1.1270 -1.4700 1.7662 0.86 -0.36 -0.97 0.1178
H 0.4392 -1.0827 -1.1860 1.38 0.86 1.12 0.1510
H -0.3315 1.0061 0.9662 -1.12 -0.56 0.01 0.0798
H 1.5933 0.6354 0.9322 0.85 -1.30 -0.07 0.1860

Entry 3:
29
Properties=species:S:1:pos:R:3:forces:R:3:lowdin_charge:R:1 method="wB97M-V/def2-TZVPD" orbital_gap_ev=10.0 total_charge=+1 homo_energy_ev=-13.51 relative_energy_kcal_mol=51.8 e_lumo_ev=-3.51 e_tot_ev=-11575.798
C 1.1716 0.9860 -1.0761 -1.11 -1.40 1.92 -0.0536
C 0.3794 0.1697 -0.2321 -2.36 -1.23 -1.19 -0.0654
C -0.7013 -0.9381 -0.5594 -2.12 -1.40 0.40 -0.3637
C -1.2017 0.2759 0.0728 -0.11 1.17 2.28 -0.3683
C -0.7728 -2.2641 0.2269 0.78 1.92 -0.58 -0.0156
C -1.2773 -1.3626 -1.9226 -0.01 -0.38 0.29 -0.0178
C -1.6349 0.3239 1.5657 2.16 1.44 -1.38 -0.0054
C -2.0056 1.3418 -0.5908 1.75 3.15 0.75 -0.0304
N 2.3244 1.3728 -0.6557 0.71 0.09 -0.33 0.1629
N 3.6182 0.5765 1.5820 0.71 1.19 0.30 0.0612
H 0.6481 1.1932 -1.9631 0.36 1.31 -1.62 0.1407
H 0.8836 -0.1106 0.5944 1.50 -0.87 2.90 0.0942
H -0.5049 -2.3480 1.2173 1.20 0.78 2.47 0.0570
H -0.0980 -2.8650 -0.2835 0.73 -1.86 -0.97 0.0692
H -1.7576 -2.6267 0.3023 -1.39 -0.53 -0.91 0.0914
H -0.7358 -2.2458 -2.3565 -0.63 0.81 0.52 0.1088
H -1.1323 -0.5452 -2.5558 0.01 1.13 -1.66 0.0409
H -2.4049 -1.5494 -1.8767 1.67 0.09 0.20 0.1338
H -1.1602 -0.3396 2.1725 2.21 -2.12 1.51 0.0386
H -2.5770 -0.0673 1.6594 -2.94 -0.17 -0.16 0.0693
H -1.4824 1.2754 2.0988 -0.48 0.02 -0.78 0.1110
H -3.0629 1.4601 -0.2961 0.75 -0.18 0.26 0.1089
H -1.9780 1.1876 -1.5966 -0.33 -0.34 -3.12 0.0258
H -1.3949 2.3850 -0.5044 -1.84 -2.15 0.27 0.1521
H 2.9668 0.9656 0.2479 -1.12 0.45 -0.69 0.1076
H 2.7494 2.0591 -1.2471 0.68 0.25 -0.32 0.1185
H 3.1471 1.1946 2.2249 -0.72 0.28 0.20 0.0681
H 4.5885 0.8373 1.8263 -0.31 -0.79 -0.61 0.0936
H 3.4051 -0.3421 1.9253 0.27 -0.64 0.07 0.0662

Entry 4:
29
Properties=species:S:1:pos:R:3:forces:R:3:mulliken_spin:R:1 method="wB97M-V/def2-TZVPD" orbital_gap_ev="4.8 / 9.4" total_charge=+1 homo_energy_ev="-9.16 / -14.17" multiplicity=3 s_squared=2.01 relative_energy_kcal_mol=62.7 e_lumo_ev="-4.32 / -4.74" e_tot_ev=-11571.279
C -0.4837 0.9245 0.3191 -0.26 0.73 -0.33 -0.0217
C 1.2048 -1.4401 0.1731 -5.39 -4.05 0.69 1.3585
C -2.0317 -0.6287 -1.5302 1.28 -0.73 0.42 0.0745
C -2.5774 2.2402 1.0045 -0.86 0.74 0.40 0.0072
C 3.2326 -0.2418 0.2705 -0.95 2.10 0.48 0.0508
C 3.2689 -2.6719 -0.0480 -3.52 -0.56 -1.52 0.0819
C -2.7888 0.2931 -0.6099 -1.50 -1.95 2.59 -0.0267
C -1.9572 0.9448 0.5691 -0.60 -2.41 2.35 0.0264
N 2.4430 -1.4006 -0.0164 7.11 -0.10 -1.00 0.2166
N 0.2544 2.0011 0.1881 -0.14 0.26 0.81 0.0210
H 0.0319 -0.0318 0.0852 -0.20 0.31 0.15 0.1858
H 0.7242 -2.5260 0.2416 0.21 2.74 0.05 0.0859
H -1.5185 -1.5276 -1.0255 -0.89 1.39 -0.49 -0.0128
H -1.2137 -0.0009 -1.9358 -0.34 -0.69 -0.54 -0.0317
H -2.6951 -1.0397 -2.2987 0.34 0.29 -0.01 0.0043
H -3.6269 2.0788 1.3902 1.41 -0.01 0.30 0.0010
H -2.8293 2.7610 0.1201 0.09 1.16 -1.14 -0.0003
H -1.9577 2.9210 1.6381 -0.68 -0.80 -0.13 -0.0003
H 3.6176 0.2398 -0.5906 1.43 -0.55 -1.44 0.0044
H 2.5259 0.6189 0.4039 0.39 -0.85 1.38 -0.0100
H 4.0204 -0.3532 1.0499 -0.88 0.11 -0.36 -0.0055
H 2.8622 -3.3387 -0.8561 0.19 0.63 0.68 -0.0048
H 4.2898 -2.6029 -0.2578 1.49 1.02 -0.06 0.0064
H 3.0526 -3.1420 0.8736 0.26 -0.75 1.12 -0.0183
H -3.2402 1.1114 -1.1330 -0.31 0.32 -0.53 0.0016
H -3.6537 -0.3268 -0.0604 1.66 1.56 -1.35 -0.0018
H -2.2003 0.2132 1.5020 1.38 1.19 -2.06 0.0024
H 1.2608 1.9673 0.1033 -0.02 -0.54 -0.29 0.0053
H -0.0149 2.9576 0.4302 -0.71 -0.55 -0.19 0.0000

Entry 5:
35
Properties=species:S:1:pos:R:3:forces:R:3:lowdin_charge:R:1 method="wB97M-V/def2-TZVPD" orbital_gap_ev=8.0 total_charge=+1 homo_energy_ev=-13.21 e_lumo_ev=-5.21 e_tot_ev=-31534.241
N 2.8788 -2.9839 -3.0205 -0.12 0.55 -0.07 0.1462
C 2.4328 -2.2895 -1.8837 -0.34 -0.51 1.00 -0.5245
O 1.9487 -2.8761 -0.9306 0.54 0.35 -0.58 0.0908
C 2.4722 -0.7838 -1.8942 0.24 0.31 -0.33 -0.0932
C 1.5124 -0.1993 -2.9245 -0.25 -0.22 -0.66 -0.1363
N 0.1075 -0.3825 -2.4970 -0.93 -0.49 -0.17 0.0926
C -0.3747 -1.5320 -1.9181 0.37 -0.14 0.10 -0.3188
N -0.8523 -1.5518 -0.6300 -0.78 -0.26 -0.79 0.1523
N -0.4451 -2.7052 -2.6712 0.57 0.89 -0.04 0.1912
H 2.9009 -2.3894 -3.8399 0.36 0.06 0.00 0.0865
H 3.7963 -3.3947 -2.8878 -0.23 -0.53 0.05 0.1215
H 2.2618 -0.4100 -0.8928 -0.18 -0.05 -0.06 0.1322
H 3.4822 -0.4528 -2.1490 -0.03 -0.04 -0.10 0.1366
H 1.6692 0.8759 -2.9892 -0.18 -0.01 0.07 0.1354
H 1.6975 -0.5857 -3.9322 0.00 -0.10 0.06 0.1192
H -0.5418 0.3683 -2.6887 0.20 0.49 1.05 0.1637
H -1.4757 -0.7569 -0.4444 0.47 0.28 0.28 0.0835
H -0.0929 -1.5165 0.0500 0.02 -0.03 -0.02 0.1192
H 0.4341 -3.1933 -2.8500 -0.29 -0.67 0.47 0.1005
H -0.8634 -2.4506 -3.5653 0.57 0.07 -0.25 0.1233
C -0.8278 1.5243 3.9861 0.00 0.07 -0.09 -0.2137
C -1.1304 2.9926 3.6548 -0.03 -0.07 0.00 -0.2039
C -1.4957 3.0606 2.1653 0.13 0.14 0.16 -0.2127
S -2.2076 1.4617 1.7612 -0.11 0.08 0.15 0.6900
O -1.3408 0.7948 0.7959 -0.04 0.08 0.01 -0.3721
O -3.6073 1.5873 1.4676 0.01 -0.08 -0.16 -0.3016
C -1.9610 0.7126 3.3648 0.17 -0.03 0.15 -0.2220
H -0.7638 1.3541 5.0586 0.00 0.00 0.01 0.1207
H 0.1266 1.2319 3.5430 0.00 -0.03 0.01 0.1182
H -1.9720 3.3381 4.2562 -0.02 -0.01 0.00 0.1218
H -0.2838 3.6391 3.8757 0.00 0.02 0.00 0.1181
H -2.2362 3.8240 1.9421 -0.04 -0.04 -0.08 0.1073
H -0.6197 3.2006 1.5351 -0.01 -0.08 -0.04 0.1032
H -1.7359 -0.3436 3.2373 -0.06 -0.01 -0.08 0.1097
H -2.8931 0.8317 3.9156 -0.04 0.01 -0.03 0.1149

Entry 6:
29
Properties=species:S:1:pos:R:3:forces:R:3:lowdin_charge:R:1 method="wB97M-V/def2-TZVPD" orbital_gap_ev=9.5 homo_energy_ev=-8.83 smiles="CCN(C)C(C)=O.CCC" relative_energy_kcal_mol=51.6 e_lumo_ev=0.72 e_tot_ev=-12140.374
C 0.1525 2.4392 -3.2574 0.89 -0.13 -0.10 -0.0941
C 0.3857 2.7682 -1.7942 -3.17 -1.48 1.36 -0.1893
N -0.0810 1.6462 -0.9057 0.54 0.89 -0.21 -0.1168
C -1.0420 0.6413 -1.3441 0.21 -0.31 1.10 -0.0529
C 0.2131 1.6513 0.4500 1.07 -2.35 -2.82 -0.5038
C 1.3091 2.5530 0.8980 1.03 0.22 -0.66 -0.0101
O -0.0827 0.6343 1.0666 -0.54 0.79 1.24 0.0188
H -0.8218 2.5177 -3.7287 -0.49 0.66 0.76 0.0716
H 0.3721 1.3907 -3.4783 0.89 0.25 -0.05 0.0801
H 0.8018 3.1684 -3.7262 0.23 -0.36 -0.94 0.0718
H 1.3984 3.0014 -1.4948 0.15 0.16 -0.59 0.0950
H -0.3410 3.5223 -1.4827 0.72 0.99 -0.39 0.1242
H -0.6170 -0.3606 -1.4417 0.39 0.06 0.05 0.0876
H -1.6797 0.5792 -0.4621 -0.73 -0.36 -0.55 0.0847
H -1.5583 0.8265 -2.2768 -0.12 0.64 0.10 0.0762
H 2.2108 2.3184 0.3053 -0.13 -1.04 0.31 0.0933
H 1.3439 3.5835 0.5355 -1.06 0.40 1.21 0.0778
H 1.4991 2.2561 1.9242 0.12 0.92 0.20 0.0906
C -1.3981 -2.9859 2.4555 -1.00 -1.12 -0.04 -0.1297
C -0.3892 -3.8432 1.6691 0.38 1.54 1.11 -0.2967
C 0.8638 -2.9947 1.4262 0.32 0.61 -1.43 -0.1326
H -1.0206 -2.5112 3.3555 0.47 0.39 -0.26 0.0674
H -1.8771 -2.2993 1.7577 0.23 0.48 0.33 0.0682
H -2.2203 -3.5948 2.8529 -0.01 -0.17 -0.27 0.0602
H -0.1423 -4.7551 2.2068 -0.18 -0.21 -0.23 0.0926
H -0.8100 -3.9839 0.6859 -0.26 -0.92 -0.08 0.0865
H 0.7563 -2.5982 0.4085 0.26 -0.06 -0.06 0.0592
H 0.9528 -2.0558 1.9719 -0.12 -0.33 0.67 0.0591
H 1.8217 -3.5150 1.4230 -0.10 -0.17 0.25 0.0614